(1)
This record from the OMol25 dataset describes a structure of composition C53H58IN4ORhSSiTe. The level of theory is ωB97M-V/def2-TZVPD.

For the HOMO-LUMO gap (alpha / beta), the calculation gives 6.43 / 6.41 eV. As for the HOMO energy (alpha / beta): -8.69 / -10.25 eV. The charge is +1. Its expectation value of S² is 8.772. Its spin multiplicity is 6.

```
121
Properties=species:S:1:pos:R:3:lowdin_spin:R:1
Rh -0.562 -1.144 -1.402 2.176
C 3.502 3.850 7.058 0.001
C 2.869 3.125 5.904 0.005
C 2.650 3.763 4.687 0.002
C 2.068 3.106 3.611 0.018
C 1.864 3.856 2.321 0.020
C 1.688 1.764 3.771 0.053
Te 0.825 0.763 2.124 0.536
N -0.925 -1.245 0.542 0.745
C -1.101 -1.804 1.709 0.122
O -0.700 -1.301 2.811 0.264
C -1.758 -3.140 1.701 0.037
C -2.366 -3.635 0.435 0.006
C -3.021 -5.049 0.511 0.001
C -2.883 -5.779 1.803 0.002
C -2.305 -5.225 2.866 0.002
C -1.740 -3.882 2.813 0.011
C -0.838 2.037 1.909 0.025
C -1.675 2.313 3.000 0.014
C -1.531 1.642 4.339 0.006
C -2.679 3.263 2.836 -0.001
C -2.862 3.938 1.638 0.013
C -3.933 4.983 1.489 0.002
C -2.042 3.612 0.564 0.000
C -1.047 2.650 0.664 0.016
C -0.243 2.281 -0.559 0.042
C 1.914 1.092 4.976 0.009
C 1.563 -0.356 5.197 0.014
C 2.502 1.792 6.023 -0.001
H 3.713 4.888 6.808 0.000
H 4.439 3.373 7.348 0.000
H 2.847 3.838 7.931 0.000
H 2.949 4.798 4.571 0.001
H 2.459 4.768 2.311 0.001
H 0.817 4.136 2.182 0.001
H 2.165 3.257 1.456 0.012
H -3.043 -2.890 0.013 0.001
H -4.075 -5.040 0.220 0.000
H -3.299 -6.778 1.859 0.000
H -2.238 -5.771 3.798 0.000
H -1.277 -3.467 3.699 0.002
H -1.219 0.602 4.238 0.003
H -2.485 1.649 4.865 0.001
H -0.799 2.163 4.961 0.001
H -3.327 3.486 3.676 0.000
H -4.472 5.137 2.422 0.000
H -4.664 4.694 0.729 0.001
H -3.506 5.940 1.182 0.001
H -2.178 4.129 -0.381 0.000
H -0.338 3.041 -1.334 0.002
H -0.605 1.318 -0.973 0.022
H 0.815 2.159 -0.334 0.012
H 1.133 -0.845 4.323 0.010
H 0.838 -0.454 6.008 0.001
H 2.452 -0.917 5.492 0.000
H 2.681 1.275 6.962 0.000
I -0.882 -7.215 -0.433 0.001
C -2.147 -5.497 -0.704 0.001
C -2.937 -5.720 -1.938 -0.001
C -2.879 -4.864 -2.954 0.004
C -2.037 -3.680 -2.876 0.008
N -1.343 -3.331 -1.866 0.087
C -1.390 -4.141 -0.668 0.006
H -3.563 -6.604 -1.972 0.000
H -3.448 -5.012 -3.862 0.001
H -1.997 -3.036 -3.751 0.001
H -0.368 -4.242 -0.300 0.001
C -3.878 1.091 -0.974 0.003
N -3.419 1.792 -2.173 0.016
C -4.326 2.847 -2.616 0.001
C -2.545 1.196 -3.011 0.029
S -2.365 -0.516 -2.947 0.121
N -1.884 1.918 -3.924 0.017
C -1.671 3.357 -3.823 0.002
C -1.224 1.325 -5.088 0.002
H -4.224 1.840 -0.263 0.000
H -3.066 0.533 -0.517 0.000
H -4.697 0.409 -1.210 0.001
H -5.350 2.508 -2.450 0.000
H -4.206 3.040 -3.676 0.000
H -4.177 3.775 -2.059 0.000
H -1.911 3.713 -2.828 0.000
H -2.264 3.907 -4.556 0.001
H -0.617 3.554 -4.023 0.001
H -1.316 0.248 -5.060 0.001
H -0.167 1.587 -5.079 0.000
H -1.686 1.717 -5.996 0.000
C 2.676 2.088 -5.317 0.018
C 2.663 0.745 -5.666 -0.001
C 2.438 -0.229 -4.700 0.019
C 2.198 0.115 -3.368 0.044
C 2.192 1.477 -3.043 0.019
C 2.445 2.453 -3.995 -0.001
Si 1.879 -1.204 -2.055 0.221
C 2.783 -0.848 -0.434 0.038
C 2.632 -1.842 0.545 0.019
C 3.233 -1.732 1.793 0.003
C 3.996 -0.607 2.096 0.014
C 4.159 0.386 1.140 0.008
C 3.566 0.261 -0.113 0.028
C 2.487 -2.862 -2.659 0.030
C 1.672 -3.668 -3.456 0.009
C 2.130 -4.881 -3.952 0.000
C 3.417 -5.306 -3.654 0.004
C 4.243 -4.516 -2.865 0.001
C 3.780 -3.305 -2.371 0.008
H 2.876 2.844 -6.066 0.001
H 2.850 0.450 -6.691 0.000
H 2.466 -1.274 -4.989 0.001
H 2.009 1.785 -2.021 0.001
H 2.470 3.498 -3.707 0.000
H 2.031 -2.720 0.329 0.002
H 3.106 -2.519 2.527 0.000
H 4.463 -0.508 3.068 0.001
H 4.765 1.257 1.364 0.000
H 3.737 1.038 -0.852 0.001
H 0.665 -3.342 -3.687 0.004
H 1.482 -5.496 -4.564 0.000
H 3.777 -6.254 -4.034 0.000
H 5.249 -4.845 -2.632 0.000
H 4.433 -2.702 -1.749 0.000
```

=====

(2)
This record from the OMol25 dataset describes a structure of composition C53H61Cl2CsN4O6P2. The level of theory is ωB97M-V/def2-TZVPD.

For the HOMO-LUMO gap, the calculation gives 4.56 eV. As for the HOMO energy: -1.35 eV. The charge is -2. For the energy above the lowest of the compared OMol25 structures with the same formula, charge and spin, the calculation gives 0.527 eV.

```
129
Properties=species:S:1:pos:R:3:lowdin_charge:R:1
Cs -1.755 0.785 1.007 1.161
C 0.644 0.241 4.859 -0.140
C -0.760 -0.262 5.175 -0.554
C -0.841 -0.768 6.614 -0.126
P -1.210 -1.402 3.736 1.068
C -2.852 -2.153 4.335 -0.534
C -3.623 -2.487 3.061 -0.143
C -2.813 -3.387 5.227 -0.138
C 0.001 -2.764 3.872 -0.298
C 0.264 -3.593 4.951 -0.138
C 1.178 -4.634 4.861 -0.143
C 1.852 -4.849 3.663 -0.127
C 1.627 -4.034 2.582 -0.060
C 0.715 -2.947 2.647 -0.348
N 0.597 -2.017 1.703 -0.005
C 0.807 -2.228 0.396 -0.345
C 0.512 -3.445 -0.257 -0.066
C 0.705 -3.586 -1.609 -0.120
C 1.164 -2.519 -2.371 -0.124
C 1.429 -1.303 -1.759 -0.129
C 1.285 -1.143 -0.391 -0.323
P 1.657 0.353 0.591 1.071
C 1.979 1.641 -0.753 -0.557
C 0.680 1.999 -1.466 -0.140
C 2.545 2.897 -0.105 -0.122
C 3.488 -0.006 1.008 -0.527
C 3.550 -1.153 2.009 -0.134
C 4.392 -0.309 -0.189 -0.124
H 0.947 1.035 5.542 0.071
H 0.681 0.620 3.840 0.051
H 1.352 -0.584 4.944 0.068
H -1.466 0.577 5.074 0.099
H -0.085 -1.528 6.797 0.059
H -1.825 -1.177 6.840 0.052
H -0.658 0.060 7.306 0.067
H -3.374 -1.335 4.853 0.102
H -3.048 -3.178 2.447 0.080
H -3.795 -1.591 2.476 0.038
H -4.587 -2.948 3.281 0.079
H -2.266 -4.181 4.725 0.071
H -3.828 -3.744 5.420 0.067
H -2.342 -3.188 6.185 0.044
H -0.238 -3.452 5.898 0.073
H 1.358 -5.280 5.714 0.076
H 2.574 -5.659 3.588 0.088
H 2.175 -4.196 1.661 0.097
H 0.120 -4.265 0.330 0.103
H 0.495 -4.537 -2.084 0.094
H 1.302 -2.629 -3.440 0.069
H 1.765 -0.481 -2.381 0.082
H 2.703 1.257 -1.481 0.078
H -0.011 2.450 -0.755 0.034
H 0.203 1.121 -1.901 0.053
H 0.866 2.727 -2.262 0.073
H 1.848 3.242 0.648 0.033
H 2.674 3.695 -0.838 0.077
H 3.507 2.706 0.365 0.057
H 3.846 0.907 1.506 0.086
H 3.302 -2.085 1.510 0.062
H 2.836 -1.000 2.814 0.056
H 4.548 -1.250 2.440 0.070
H 3.893 -0.992 -0.877 0.062
H 5.315 -0.789 0.145 0.065
H 4.674 0.595 -0.730 0.058
Cl -8.284 -4.053 -0.590 0.585
C -6.828 -3.131 -0.352 -0.705
C -5.600 -3.720 -0.678 -0.150
C -4.459 -2.992 -0.521 -0.587
Cl -2.936 -3.703 -0.891 0.726
C -4.420 -1.627 -0.023 -0.462
O -3.365 -0.983 0.053 -0.337
C -5.720 -1.129 0.384 -0.144
C -5.837 0.114 1.087 -0.263
O -4.961 0.843 1.513 -0.038
C -6.890 -1.871 0.172 -0.098
H -5.561 -4.737 -1.039 0.095
H -6.907 0.387 1.289 0.113
H -7.843 -1.440 0.454 0.100
C 3.444 5.970 3.168 -0.118
O 2.242 6.685 3.142 -0.109
C 1.105 6.019 2.694 -0.287
C 0.003 6.850 2.452 -0.064
C -1.159 6.288 1.976 -0.071
C -1.254 4.934 1.676 -0.122
C -2.457 4.376 1.069 -0.431
C -3.772 4.734 1.744 -0.003
O -2.453 3.627 0.106 -0.029
C -0.148 4.047 1.938 -0.412
O -0.210 2.807 1.750 -0.331
C 1.022 4.670 2.487 0.026
H 4.234 6.708 3.324 0.082
H 3.616 5.446 2.222 0.089
H 3.470 5.239 3.985 0.090
H 0.092 7.910 2.629 0.092
H -1.999 6.940 1.758 0.104
H -3.692 5.632 2.349 0.060
H -4.015 3.893 2.393 0.090
H -4.564 4.830 1.004 0.079
H 1.848 4.013 2.711 0.104
C 5.922 -0.096 -8.464 -0.063
C 4.653 -0.559 -7.815 -0.300
C 4.141 0.081 -6.698 -0.042
C 2.973 -0.352 -6.088 -0.019
C 2.270 -1.438 -6.610 -0.235
N 1.091 -1.960 -6.087 0.127
C -0.083 -1.418 -5.565 -0.528
O -1.074 -2.113 -5.543 0.079
N -0.005 -0.123 -5.166 0.159
C -1.011 0.649 -4.581 -0.205
C -0.822 2.029 -4.521 -0.043
C -1.796 2.823 -3.946 -0.065
C -2.938 2.204 -3.453 -0.145
N -3.133 0.898 -3.531 0.085
C -2.201 0.131 -4.060 -0.063
C 2.813 -2.105 -7.713 -0.024
C 3.983 -1.676 -8.304 -0.053
H 6.197 0.897 -8.113 0.072
H 5.802 -0.071 -9.547 0.074
H 6.735 -0.784 -8.225 0.079
H 4.663 0.929 -6.277 0.112
H 2.669 0.133 -5.174 0.105
H 0.900 -2.896 -6.421 0.142
H 0.858 0.365 -5.356 0.102
H 0.079 2.474 -4.928 0.112
H -1.660 3.892 -3.885 0.103
H -3.735 2.777 -2.998 0.105
H -2.409 -0.927 -4.096 0.111
H 2.310 -2.979 -8.103 0.110
H 4.381 -2.210 -9.157 0.110
```

=====

Record-wise max |F| values, in eV/Å: 0.6, 1.4